DFT (ωB97M-V/def2-TZVPD) results for CHGdO2 as an isolated structure in a non-equilibrium geometry.

Output
Frontier orbital gap (alpha / beta) in eV: 9.7 / 5.7
Energy above the lowest of the compared OMol25 structures with the same formula, charge and spin in kJ/mol: 108.8
LUMO (alpha / beta) in eV: -17.1 / -21.2

```
! wB97M-V def2-TZVPD RIJCOSX def2/J DEFGRID3
* xyz 3 9
O 1.89 1.44 -0.77
C 1.29 0.92 0.19
O 0.28 0.28 -0.24
Gd -1.61 -1.12 0.57
H 1.10 1.02 -1.54
*
```

Löwdin population analysis, charges in e, atoms 1 to 4: O 0.319; C -0.024; O -0.141; Gd 2.498